Entry 1:
DFT (ωB97M-V/def2-TZVPD) results for 5 unconnected molecules or ions with the total composition C28H35BrF12NO12 at a distorted geometry.

E: -158298.3877 eV
2S+1: 1
net charge: +1

Last column: Mulliken charge in e.
Atoms and positions in Å:
O: 2.67390 4.58314 6.65609  -0.5050
O: 4.28693 5.70663 -0.42276  -0.5034
F: -1.93655 -2.78709 -2.63559  -0.2621
H: -0.48278 1.36823 4.55256  0.2500
H: 0.52388 -1.53502 -6.23399  0.3044
C: -1.81333 -1.07659 1.73222  -0.0025
H: 2.35579 -1.62867 0.16020  0.3838
H: 3.44572 -5.43627 3.15746  0.2819
O: 3.17679 -1.92631 2.21085  -0.2907
C: -0.29542 -1.46722 1.14841  -0.1583
H: -5.06602 -2.95292 -6.17888  0.2023
C: 2.43296 3.89719 0.33782  0.1381
H: -7.03138 -2.92206 -4.61853  0.3036
C: -3.18422 -3.12511 -2.20032  1.2837
C: -3.75931 -3.03866 1.88403  -0.2032
H: -4.00778 -0.92523 0.91704  0.4625
C: -3.35647 0.45550 3.63625  0.1247
C: 1.85177 3.65771 4.53706  0.9926
C: -3.42812 -0.25876 -8.08939  0.8596
H: -2.87829 -2.12472 -0.01702  -0.7825
C: 2.37044 -1.16553 1.24371  -0.5331
H: 1.18992 -0.28388 -5.15528  0.3715
C: -6.57687 -3.86149 -4.95276  -1.1771
Br: -5.16644 -2.57731 3.25751  -0.1178
H: -6.66784 -4.57078 -4.12444  0.3280
H: -2.07238 -4.59692 1.78516  0.2379
H: 4.88193 -4.08207 3.08191  0.3016
C: -3.97540 -3.88921 -3.25994  -0.0101
C: 1.37686 4.42965 -0.61214  -1.2436
C: -3.16055 -1.74350 1.07602  0.4210
F: -3.59343 0.64087 -9.10119  -0.2534
F: 6.44099 4.94235 -2.04790  -0.2283
C: 2.90495 4.11318 5.54501  0.1820
N: 0.96386 -0.83374 1.76734  0.3581
H: 5.80377 2.38146 6.39246  0.2942
O: -4.17993 -5.10037 -3.26310  -0.5106
O: -3.60448 0.24209 5.08812  -0.3813
H: -7.14633 -4.24754 -5.80279  0.3890
H: 4.76099 3.16385 7.57357  0.3148
O: -2.60599 0.66666 -5.97036  -0.5272
O: 3.61356 3.51327 -0.38308  -0.2829
H: -0.51890 -0.75262 -5.05288  0.2380
F: -3.78655 -1.95760 -1.83174  -0.2687
F: -3.11092 -1.44488 -8.68458  -0.2456
C: -2.37494 0.19671 -7.08144  0.4142
C: -0.52735 0.62459 3.63630  -0.8240
C: 5.59448 3.33719 6.88603  -1.1166
H: 1.71476 5.34614 -1.10543  0.3377
H: 2.67280 4.62306 1.12361  0.2977
H: 5.01206 5.35995 6.33930  0.3251
H: 0.82834 0.65522 -7.42078  0.3194
O: 4.16595 3.96503 5.02588  -0.2651
H: 1.16789 3.70094 -1.40344  0.3089
F: 1.68646 4.55735 3.52527  -0.2262
H: -3.42414 1.13226 5.51441  0.3686
H: -3.23286 -4.71475 3.34743  0.3906
F: 6.56090 3.34333 -0.56977  -0.2361
H: -0.26783 1.44348 -6.28716  0.3096
C: -2.63439 -3.97367 2.62817  -0.8954
H: -4.64533 -4.58029 -5.64717  0.3278
O: -1.11394 0.04855 -7.60057  -0.3179
F: -3.00635 -3.83690 -1.05143  -0.2618
H: 1.90873 0.58737 3.39462  0.5551
C: 2.93450 -3.37497 2.12834  0.5938
O: -4.40328 -3.04009 -4.24860  -0.2464
H: 2.05733 2.99642 0.83505  0.1081
F: 5.39225 3.06281 -2.38974  -0.2346
H: -0.16116 -2.23542 0.26377  0.3941
F: 2.16897 2.47159 3.94187  -0.2699
H: 6.46981 3.63260 7.47118  0.3812
F: 0.62046 3.48237 5.09505  -0.2709
C: -5.12410 -3.64562 -5.33241  -0.0514
C: 5.70811 3.97568 -1.42608  0.8169
C: 5.24808 4.40157 5.86212  -0.1925
C: -0.03181 0.48510 -6.76433  -0.2194
O: -4.27642 0.96695 2.79306  -0.4256
F: -4.65943 -0.43410 -7.53141  -0.2398
H: -1.89141 -3.37533 3.31244  0.2319
H: 0.44837 4.64709 -0.07691  0.3837
O: 2.11343 -3.98720 1.25112  -0.5078
C: 3.73437 -4.30704 3.26367  -0.7930
C: 0.89731 0.16121 2.94003  -0.1743
H: 6.10823 4.57170 5.20567  0.3205
C: 4.47769 4.52747 -0.70901  0.3392
C: 0.31460 -0.57929 -5.74042  -1.0062
H: -4.29075 -3.72709 1.06675  0.3887
H: 3.40795 -3.83659 4.31005  0.2703
C: -1.90681 0.00229 2.99644  0.7654
H: 2.90916 -0.10743 1.12633  0.2907


Entry 2:
DFT (ωB97M-V/def2-TZVPD) results for a gas-phase ion, C9H14N5 (charge +1) at a distorted geometry.

E: -16999.1288 eV
2S+1: 1
energy above the lowest of the compared OMol25 structures with the same formula, charge and spin: 5.954 eV
net charge: +1

Last column: natural (NBO) charge in e.
Atoms and positions in Å:
H: 0.43899 -0.57276 2.34914  0.2600
H: 0.36838 3.20953 1.85794  0.4315
C: -0.82849 0.62273 0.19376  -0.2660
C: -2.85360 2.43312 0.22892  0.2844
H: -2.11192 -0.49556 -1.08499  0.1632
H: 2.50059 3.09967 0.77310  0.2437
N: -3.01512 1.34156 -0.56331  -0.4227
H: -0.41020 -0.97473 -1.44812  0.4387
N: 0.50831 2.35489 1.35429  -0.6110
C: 1.73455 -1.33956 -1.46395  -0.3610
H: 1.87810 -0.43295 -1.83896  0.2407
C: -2.05574 0.46459 -0.55019  0.1141
H: 1.88918 -0.78041 1.39867  0.2566
C: 0.81023 -1.03903 1.41139  -0.7202
C: 0.14782 -0.41495 0.25528  0.3063
N: 2.07080 1.53593 -0.41833  -0.2702
H: 1.78621 -2.01869 -2.19541  0.2157
C: 1.72439 2.23095 0.51122  0.1433
H: 0.59386 -2.09692 1.47216  0.2350
H: 0.36317 -3.44602 -0.27699  0.2375
H: -1.12467 -2.63058 -0.16583  0.2183
H: -0.78946 -3.20317 -1.68019  0.2590
N: -1.76935 2.72795 0.90985  -0.4579
H: -3.59774 3.22678 0.44570  0.2224
H: 2.48088 -1.61084 -0.67272  0.2360
N: 0.32713 -1.35140 -0.88173  -0.4106
C: -0.72636 1.89345 0.87292  0.4453
C: -0.33995 -2.73358 -0.79364  -0.4320


Entry 3:
DFT (ωB97M-V/def2-TZVPD) results for C3H7NO3 in the gas phase at a distorted geometry.

E: -10854.4798 eV
2S+1: 1
energy above the lowest of the compared OMol25 structures with the same formula, charge and spin: 3.888 eV

Last column: natural (NBO) charge in e.
Atoms and positions in Å:
H: 2.26910 1.31958 0.51691  0.2369
C: 0.30420 0.75852 0.18155  0.6508
H: -2.30692 -1.42514 0.48646  0.1764
C: -1.96144 -0.35578 0.41072  0.1097
H: 2.25260 -0.24046 -0.25465  0.2310
H: 0.35349 -1.92610 -0.88573  0.4671
H: -2.06691 1.02958 -0.70234  0.5019
O: -0.28254 1.84158 0.27636  -0.6639
N: -0.37823 -0.42657 0.06731  -0.1888
H: 1.63815 1.19534 -1.14473  0.2328
C: 1.74674 0.72093 -0.27620  -0.7050
H: -1.92512 0.10550 1.42226  0.1675
O: -2.65014 0.24808 -0.51748  -0.6834
O: 0.31687 -1.55241 0.03498  -0.5329


Entry 4:
DFT (ωB97M-V/def2-TZVPD) results for 3 unconnected molecules or ions with the total composition C4H13NO2 at a distorted geometry.

E: -9942.5627 eV
2S+1: 1
energy above the lowest of the compared OMol25 structures with the same formula, charge and spin: 1.634 eV

Last column: natural (NBO) charge in e.
Atoms and positions in Å:
H: -1.18579 -2.47766 0.71268  0.4652
H: 1.05570 1.92304 -0.53128  0.3690
H: -2.64448 -2.34440 0.42754  0.4734
C: 1.70442 0.08633 0.15694  -0.2608
H: 1.43732 -0.53408 1.01958  0.2045
C: 1.50710 -0.79782 -1.08599  -0.1845
H: -0.53155 2.14053 1.44901  0.2017
H: 1.20225 2.38799 1.89856  0.1823
O: -2.57945 0.59965 -0.51671  -0.9574
H: -2.78247 1.24212 -1.19063  0.4729
H: 0.07401 -1.66099 -2.45946  0.2033
H: -0.52081 -0.36868 -1.38796  0.1895
H: -1.64869 0.63827 -0.30595  0.4825
H: 2.76980 0.34833 0.20832  0.1774
H: 2.41553 -1.23557 -1.48282  0.1988
C: 0.46752 1.69372 1.47534  -0.4292
N: 0.75747 1.20631 0.10754  -0.6521
C: 0.33300 -0.93976 -1.68700  -0.4028
O: -2.04975 -2.77261 1.06393  -0.9376
H: 0.21888 0.86527 2.12837  0.2039


Entry 5:
DFT (ωB97M-V/def2-TZVPD) results for a gas-phase ion, C3H7O2S2 (charge -1) at a distorted geometry.

E: -28989.9720 eV
2S+1: 1
energy above the lowest of the compared OMol25 structures with the same formula, charge and spin: 2.025 eV
net charge: -1

Last column: natural (NBO) charge in e.
Atoms and positions in Å:
S: -3.17880 -1.24931 0.38869  -0.7627
O: -1.41077 0.65736 -1.30993  -1.0175
H: 0.90561 0.96747 -1.06844  0.2421
H: 0.00414 -2.22068 -0.02133  0.2417
H: 1.65897 -1.43405 -0.35128  0.1987
C: 1.03555 1.10997 0.04734  -0.6583
C: 0.58784 -1.39348 -0.38186  -0.6627
S: -1.50036 0.37755 0.15259  1.8780
H: 0.80074 2.06793 0.50390  0.2361
H: 0.19303 -0.99907 -1.42538  0.2520
H: 2.13555 1.09098 0.33178  0.1856
O: -1.84286 1.56564 0.90355  -0.9845
H: 0.30848 -0.33853 1.68187  0.2216
C: 0.30288 -0.20176 0.54850  -0.3702


Entry 6:
DFT (ωB97M-V/def2-TZVPD) results for a molecular structure, C4H11N3O at a distorted geometry.

E: -10840.3009 eV
2S+1: 1
energy above the lowest of the compared OMol25 structures with the same formula, charge and spin: 4.910 eV

Last column: natural (NBO) charge in e.
Atoms and positions in Å:
N: 1.94311 -1.29282 -0.50569  -0.8825
H: -1.59684 1.23529 1.56954  0.2026
H: -1.05301 0.21173 2.92028  0.2185
H: -1.18417 0.64063 -2.09720  0.2421
N: -0.35053 -0.43682 1.07195  -0.0985
H: -0.97086 1.71776 -0.72885  0.2351
H: 1.46894 -2.05594 -0.03657  0.3744
C: -1.36093 0.21306 1.87373  -0.4438
H: 2.37860 -1.61992 -1.35761  0.3864
H: -0.67742 -1.35491 -0.74118  0.2025
C: -1.29186 0.71445 -1.01316  -0.6470
H: -2.35183 0.60224 -0.76958  0.2025
O: 0.97106 0.68097 1.09181  -0.6360
H: -2.26723 -0.40203 1.80009  0.2199
C: 1.15788 -0.13043 -0.67824  0.5506
N: 1.51036 0.80563 -1.49953  -0.8006
H: 2.34476 0.54806 -2.02409  0.3300
H: 1.77181 0.28211 1.47972  0.4840
C: -0.44182 -0.35905 -0.35541  -0.1401


Entry 7:
DFT (ωB97M-V/def2-TZVPD) results for C20H23NO6 in the gas phase.

E: -34888.5635 eV
2S+1: 1
energy above the lowest of the compared OMol25 structures with the same formula, charge and spin: 1.837 eV

Last column: natural (NBO) charge in e.
Atoms and positions in Å:
C: -1.97822 -1.26867 -2.79569  -0.2512
O: 3.16384 0.50486 -2.02228  -0.6297
C: 0.68848 -0.98801 0.42092  -0.0369
H: -1.26044 -0.51862 -3.14139  0.1798
O: 4.64556 -2.83865 -0.26441  -0.6858
H: 2.33943 -1.41383 -0.88716  0.2447
C: 4.39823 -1.95751 0.70771  0.7979
H: -5.31837 -0.40901 0.92567  0.1844
H: 2.54663 -2.97778 1.04579  0.2397
H: 2.58146 0.79474 1.05044  0.4103
C: 0.23754 3.14803 1.34704  -0.2676
C: 2.94365 -1.96613 1.11114  -0.5014
H: 5.56640 -2.77273 -0.56280  0.5007
H: -1.54905 -0.25368 2.83763  0.2261
C: -1.13745 3.05238 1.29235  -0.1767
C: -4.53786 -2.35993 0.42873  -0.6376
H: -3.68900 -2.79356 -0.09329  0.2119
C: -0.20811 -1.10491 -0.63195  -0.2943
H: 0.86996 -0.54682 2.51735  0.2075
H: 2.85587 -1.59020 2.12929  0.2256
C: 3.02433 0.98815 -0.91852  0.6593
H: -1.51715 -2.26060 -2.83648  0.1794
H: 0.18608 -1.32520 -1.61080  0.2238
C: 2.17116 -1.06041 0.13627  -0.0558
O: -2.46072 -0.97160 -1.50792  -0.5277
H: 0.74172 3.46945 2.24518  0.2225
O: -3.35289 -0.35164 1.17182  -0.5012
H: 0.95566 2.15465 -1.81458  0.2218
N: 2.69225 0.29124 0.18183  -0.6150
H: -4.54269 -2.72660 1.45272  0.2111
C: -0.99796 2.32942 -0.98036  -0.2019
C: 0.38410 2.41481 -0.93775  -0.2677
O: 5.23972 -1.23437 1.16634  -0.5903
H: 3.06537 3.04606 -1.56354  0.2024
C: -1.76325 2.64137 0.12678  -0.2440
H: 4.22936 2.65542 -0.27630  0.2235
H: -2.83820 2.56042 0.08677  0.2177
C: 1.00951 2.82753 0.23157  0.2876
H: -5.45186 -2.67665 -0.06575  0.2144
O: 2.36764 2.94122 0.39980  -0.5016
C: -1.15347 -0.49965 1.86524  -0.2234
C: -2.06487 -0.61362 0.82003  0.2474
H: -1.72463 3.29680 2.16445  0.2142
C: 0.20295 -0.66691 1.67801  -0.2282
C: -4.44962 -0.83810 0.41756  -0.0604
C: 3.20993 2.48320 -0.63380  -0.1634
C: -1.57211 -0.90951 -0.46625  0.3059
H: -4.41764 -0.46471 -0.60917  0.1899
H: -1.47692 2.01375 -1.89547  0.2112
H: -2.85438 -1.25387 -3.44279  0.2010


Entry 8:
DFT (ωB97M-V/def2-TZVPD) results for a molecular structure, CH2Cl3OP at a distorted geometry.

E: -49973.5656 eV
2S+1: 1
energy above the lowest of the compared OMol25 structures with the same formula, charge and spin: 1.447 eV

Last column: natural (NBO) charge in e.
Atoms and positions in Å:
H: 0.11606 -0.16283 -0.64537  0.2692
C: -0.55063 0.13998 0.13585  -0.8044
Cl: -2.63711 -2.10678 -0.51883  -0.1618
O: -1.96037 -1.13121 2.17404  -0.9745
Cl: -1.64399 1.41541 -0.49076  0.0009
Cl: 0.58466 -2.95246 1.04701  -0.4628
H: 0.24789 0.69943 0.70681  0.3015
P: -1.43445 -1.30127 0.83243  1.8319